--- w ---
Density functional theory data (wB97M-V/def2-TZVPD) for a 10-piece molecular cluster, C40H80O20S10 overall.

Computed properties:
SMILES string: O=S1(=O)CCCC1.O=S1(=O)CCCC1.O=S1(=O)CCCC1.O=S1(=O)CCCC1.O=S1(=O)CCCC1.O=S1(=O)CCCC1.O=S1(=O)CCCC1.O=S1(=O)CCCC1.O=S1(=O)CCCC1.O=S1(=O)CCCC1
HOMO: -9.84 eV
charge: 0

Geometry as XYZ:
```
150
C40H80O20S10 | OMol25 | wB97M-V/def2-TZVPD
H 10.39892 11.01108 15.55592
H 16.21513 17.52110 16.16978
S 11.04566 9.18311 16.81897
O 15.71256 14.27946 13.23020
H 14.24978 13.65336 16.50655
H 14.15265 16.65285 17.14344
C 8.57826 15.04612 14.30709
H 18.85296 12.64473 13.97043
C 9.84405 13.52822 12.55774
C 14.17331 16.18242 10.81773
H 15.02854 12.22383 17.30115
H 16.34718 10.58625 20.63943
C 16.45445 19.47523 15.26956
H 12.65925 17.41702 17.56101
H 12.36874 12.22722 20.99642
H 18.38850 12.79779 19.73023
C 16.75058 14.97286 20.58272
H 11.21410 9.84589 8.52898
H 8.18577 9.51129 17.15541
C 13.02104 10.58237 19.66595
C 8.81519 15.58756 12.91012
H 15.14486 13.90047 8.45028
C 14.88497 14.29158 9.46736
H 8.85521 8.75066 11.43951
H 22.48976 11.29501 13.48630
O 12.83592 15.10918 15.22053
O 13.24249 12.64587 10.75699
H 14.60133 10.79348 15.26766
C 14.39619 9.93123 19.66582
H 13.22702 18.28658 15.07967
C 17.96524 14.29096 21.26241
H 14.25058 16.12127 8.59024
C 21.64713 10.63041 13.72141
C 12.94251 15.27185 11.05814
C 14.82283 15.82605 9.46980
H 17.03304 12.75277 15.81095
O 16.55434 11.98332 13.26524
S 20.50036 12.04356 15.62123
H 10.09766 7.07867 16.72915
H 13.76339 19.08300 13.59349
S 17.31910 15.48411 18.95673
H 21.78467 9.63736 13.30250
C 10.84254 9.43633 9.47102
H 12.19392 13.93985 19.49283
O 12.35492 13.88325 8.87822
S 15.71213 13.01668 13.84165
C 11.59637 14.29185 17.44701
H 12.45014 10.55830 21.69301
S 12.09696 15.59752 16.37859
H 12.03320 15.58448 10.58152
O 11.30797 10.70266 12.87417
C 20.32153 11.12346 13.18216
H 15.95552 14.22241 20.40238
O 14.65429 12.90914 21.74962
H 10.99291 15.32399 13.04277
H 17.08320 19.88749 16.08737
H 16.22103 14.40795 15.61894
S 9.25066 13.40891 14.26893
H 13.06264 16.28235 19.68828
H 11.00977 7.51688 15.09876
O 8.19586 12.44484 14.46961
H 13.08779 11.45612 15.64109
C 13.18406 16.46313 17.57161
C 9.66510 10.26637 10.06601
H 9.83758 11.17801 17.17636
H 9.01235 13.06959 12.00347
H 9.13442 8.75655 14.29828
H 8.04450 15.22339 12.23547
C 18.89365 14.73113 19.06398
H 18.53980 14.99277 21.84353
H 7.50169 14.94358 14.62260
O 12.39616 9.44669 16.41912
C 12.88067 11.24023 21.03587
C 10.13409 15.01669 12.42506
H 14.89640 15.87427 11.58250
C 18.87144 13.71121 20.14361
S 14.78850 20.00560 15.44000
O 19.44363 11.81859 16.60970
H 14.65070 9.54364 18.65294
C 11.86012 14.76034 18.81436
C 14.83323 12.79447 16.31304
C 21.45968 10.62206 15.23059
H 12.45561 10.40581 10.47447
C 15.15033 17.58915 14.29044
O 21.48830 13.03330 16.00434
H 14.34387 9.00834 20.39302
H 9.08310 15.67910 15.07183
H 15.40051 11.83661 19.65420
H 7.90624 10.37032 15.58618
S 11.02354 9.47780 12.10582
C 9.38279 9.68536 11.48011
C 16.10349 13.30292 15.59374
H 20.86882 9.73975 15.64445
O 17.27838 16.93658 18.81574
H 16.78929 19.81064 14.28634
C 14.06977 11.72468 15.30697
H 10.37158 15.34812 11.37147
H 20.51859 13.24312 13.55021
H 12.80798 14.97989 12.06824
C 14.04682 12.36644 13.91378
H 15.51735 17.60506 13.26148
C 13.08962 15.68085 18.82037
H 10.70650 12.88054 12.43274
H 17.34136 17.66599 14.68131
O 11.08521 8.17733 12.75746
H 19.88478 13.32580 20.45078
O 14.42852 19.83438 16.81715
H 10.53103 14.25036 17.15965
O 10.40318 13.35275 15.11886
C 15.37089 10.92118 20.21940
H 8.76307 16.70341 12.98053
H 22.35512 10.85850 15.76010
S 14.47188 11.44326 21.68556
H 17.59197 13.51169 21.88833
H 12.21399 9.88401 19.44016
C 9.93532 10.48470 16.36660
C 19.93444 12.37287 13.96154
H 10.97266 15.20989 19.27510
H 8.70367 10.26314 9.54176
O 14.71269 10.58927 22.81985
O 14.62346 21.24268 14.73706
H 12.81448 11.38518 18.95850
H 10.04643 11.28044 10.27046
H 15.82670 16.19338 9.43420
H 13.95503 15.10067 18.85864
H 13.90241 11.76961 12.98800
C 10.27342 7.85600 15.90267
H 12.56105 8.67732 10.50880
O 10.72272 8.80831 18.17022
H 19.56599 15.54834 19.34296
O 10.97306 16.49476 16.18075
H 8.23727 7.65842 15.23980
H 19.22690 14.26562 18.11910
O 16.50280 14.66677 18.08642
H 13.92841 17.26071 10.89514
S 13.25646 13.82959 10.02028
C 11.87430 9.47450 10.56332
H 16.30694 15.83949 21.07573
H 8.70785 10.30543 12.08150
C 8.96338 8.51592 15.32623
H 12.08249 13.38579 17.18632
H 10.48944 8.39602 9.36505
C 16.39751 17.97406 15.19067
H 14.74224 16.64368 14.51946
C 8.57835 9.72845 16.15883
H 20.43617 11.20948 12.10641
H 15.58389 13.83938 10.16875
C 14.06654 18.67602 14.50978
H 19.53477 10.36907 13.32911
H 13.32790 13.18360 13.91726
```

Atom charges from the Mulliken analysis, given in e for atoms 1 to 8: -0.79, 0.02, 1.34, -0.57, -0.91, -0.41, -0.62, -0.47


--- x ---
Density functional theory data (wB97M-V/def2-TZVPD) for a 10-piece molecular cluster, C40H80O20S10 overall.

Computed properties:
SMILES string: O=S1(=O)CCCC1.O=S1(=O)CCCC1.O=S1(=O)CCCC1.O=S1(=O)CCCC1.O=S1(=O)CCCC1.O=S1(=O)CCCC1.O=S1(=O)CCCC1.O=S1(=O)CCCC1.O=S1(=O)CCCC1.O=S1(=O)CCCC1
HOMO: -9.99 eV
charge: 0

Geometry as XYZ:
```
150
C40H80O20S10 | OMol25 | wB97M-V/def2-TZVPD
H -10.04000 -6.51290 -1.34901
O 6.45549 -4.12173 7.32587
H 1.58756 5.94014 6.49269
H 0.55934 -1.92613 -1.02890
S 11.86470 0.73989 -0.15977
H 2.01285 10.29619 -1.96825
H 0.40333 -0.82857 -7.11924
C 2.65011 -0.86365 0.25764
H -4.24506 0.52193 6.03495
S 0.24807 -8.45657 -5.78978
C -7.16242 2.95774 1.12606
H -4.77716 -2.64546 6.07134
O 2.35452 1.88038 0.08936
O -6.23808 0.50719 8.80321
C -6.19882 -1.45601 6.96735
H 1.16636 9.09162 -4.47322
S -6.57907 -5.61877 -1.86740
S -5.52631 -0.75053 8.54169
H -8.67009 -8.58894 -1.59173
H -6.06034 3.89747 -0.54921
H -0.30600 0.74786 -1.18746
H -8.96025 3.08434 2.33154
H 0.07314 -6.27027 -4.64789
H 2.04203 -10.12660 -5.90728
H 0.59489 8.79477 4.23008
S -0.82514 0.83537 -8.06506
C -0.43961 -0.89823 -7.80678
H 2.70238 -8.52538 -6.20867
C -7.95097 3.49493 2.36121
H -0.67969 -1.81142 0.09943
H 11.34275 -1.57843 0.17165
C 1.18674 8.08121 6.05822
H -1.65758 8.40868 6.23514
C 0.27172 -1.34359 -0.15368
H -5.66004 4.51779 1.03848
C 5.79412 -6.32623 4.67192
S -0.64179 9.15620 -1.87200
H 3.18549 -1.46525 -0.47690
H -1.73671 8.13163 4.47337
H -8.38863 -4.94939 -3.13561
H 7.59279 -6.18154 3.57949
C 7.26756 -5.80836 4.55060
H -3.01550 -0.69203 5.72691
H 8.25596 -3.74668 5.00713
H 0.27945 -2.43427 -8.84141
O -0.71930 -9.52744 -5.39623
H 7.93338 -6.24698 5.29382
O -0.34793 1.61490 -6.95777
H 3.26871 -8.87195 -3.80103
O -5.52320 -1.77969 9.61595
C 9.87439 -0.64303 -1.36415
H 8.80786 0.97166 -0.42453
H 1.68848 -7.15880 -2.71741
H 1.60352 -2.86971 0.63048
C -9.18907 -6.52290 -2.03012
H 1.30503 8.15024 -0.87531
O -9.42032 5.88871 2.15043
H 1.24178 -1.58083 1.83815
H -6.31012 2.34739 1.42462
C -3.85941 -0.57651 7.79559
H -8.62426 -4.47290 -1.32760
C -6.48208 4.15222 0.42308
C -1.10222 8.07668 5.35796
H 11.23936 1.99457 -2.02435
H 4.19991 -5.57023 6.24857
C 2.20089 -8.83169 -4.01612
O -6.25679 -5.46702 -0.46798
C -6.89354 -7.35171 -2.07055
H -7.68647 2.45710 0.31192
H -6.89832 -0.64137 6.77986
O -7.09189 5.96987 3.17858
H -8.44087 5.19569 0.07691
O -2.10201 1.04580 -8.73005
H 11.92510 -1.31557 -1.44265
H 0.57011 -0.82378 -11.00199
H 5.78068 -7.28532 5.18965
H -5.21894 -1.54082 4.87126
C 4.87000 -5.28630 5.43713
O -5.70729 -5.11918 -2.93780
O 5.25773 -2.57401 5.80655
H 2.86471 8.99077 -2.94875
H 1.71249 -0.81901 -9.66744
H 2.19130 8.46103 5.87199
O -0.80376 10.02085 -0.69983
H -0.12361 0.71932 0.41034
C 1.09315 8.39340 -1.91651
H -1.12970 9.99315 -4.10947
H 9.96553 -0.89208 -2.42139
C 1.68542 -7.38650 -3.78335
O 11.52880 0.96845 1.25313
H -3.36075 -1.53765 7.92069
H 4.34784 -4.79484 4.61621
C -8.39329 -5.22577 -2.08123
C 11.25335 -0.91108 -0.68554
C 0.20406 8.83678 5.24673
C 2.04319 -9.09544 -5.55399
C 1.42729 -1.80563 0.78784
O -0.74537 5.50155 4.48808
C 1.12042 9.96720 -3.82567
H 1.48724 6.41368 4.72545
H 1.02296 8.17163 7.13205
H -0.52213 11.22937 -2.97596
H 10.56565 2.74777 -0.68993
C -0.38452 10.21301 -3.34497
H -6.91081 -7.41285 -3.15870
C -7.44696 5.36051 0.49293
H -8.25829 -7.36404 -0.40663
O 0.10923 -7.65818 -6.97683
H -1.26639 -1.44389 -7.35202
C -8.27917 -7.57815 -1.47519
H -0.58732 -7.41858 -3.68832
C -0.18364 -1.49352 -9.13910
H -7.07179 6.35503 0.25153
H 3.34750 -0.61691 1.05817
S -8.04797 5.33152 2.26495
O -1.06093 5.82590 6.94388
H 0.20746 9.89679 5.50063
H 8.92599 0.98485 -2.19673
H -6.87061 -2.31371 7.00115
H 1.57364 -9.51079 -3.43864
H -7.35327 3.33435 3.25846
C 10.69280 1.75138 -1.11316
C 7.30645 -4.23760 4.79378
C 1.14535 6.59743 5.74400
H 9.09373 -1.22971 -0.87992
S 1.99758 0.63017 -0.62528
C 9.47940 0.82759 -1.27093
H 1.03439 7.44522 -2.45093
S -0.59950 6.34771 5.65829
C 1.92203 9.41343 -2.60117
O 13.23418 0.90212 -0.64229
H -6.01293 -7.85266 -1.66847
O 2.38960 0.42310 -2.01519
H -1.05869 -1.86594 -9.67174
H 2.44161 -6.66874 -4.10130
O -1.55549 8.01702 -2.03606
H 1.10416 1.55599 -9.11764
H -9.52886 -7.04501 -2.92457
C -3.96471 -0.51284 6.23186
C 0.69273 -0.55943 -9.95166
C 0.25734 0.17294 -0.45247
H 6.88869 -3.79057 3.89171
S 5.96423 -3.84638 6.00014
H 5.39106 -6.42334 3.66384
C 0.30124 0.93755 -9.51880
H -0.21440 1.59572 -10.21809
H -3.17960 0.09149 8.32451
H 1.66979 10.82221 -4.21971
C 0.26649 -7.30247 -4.35586
C -5.06062 -1.60020 5.94807
```

Atom charges from the Mulliken analysis, given in e for atoms 1 to 8: 0.26, -0.61, 0.36, 0.30, 1.08, 0.32, 0.36, -0.72


What are the relative energies? In kcal/mol: w 0.0; x 138.0.


--- w ---
Density functional theory data (wB97M-V/def2-TZVPD) for one molecule with the formula C3H5FO2.

Computed properties:
SMILES string: C[C@H](F)C(=O)O
HOMO: -10.42 eV
charge: 0

Geometry as XYZ:
```
11
C3H5FO2 | OMol25 | wB97M-V/def2-TZVPD
H 1.59146 0.76620 0.70868
O -0.29421 -1.55685 -0.37972
O -0.89066 -1.21252 1.70791
C -0.52990 0.55803 -0.06423
H 1.33924 0.23529 -1.35119
H -1.16122 0.60132 -0.90125
C 0.96168 0.66506 -0.29088
F -1.14455 1.51636 0.57572
H -0.13794 -2.50398 0.03260
C -0.65849 -0.76824 0.56159
H 0.92460 1.69933 -0.59923
```

Atom charges from the Mulliken analysis, given in e for atoms 1 to 8: 0.30, -0.43, -0.63, 0.27, 0.28, 0.24, -0.91, -0.31


--- x ---
Density functional theory data (wB97M-V/def2-TZVPD) for one molecule with the formula C3H5FO2.

Computed properties:
SMILES string: O[C@@H]1[C@H](O)[C@H]1F
HOMO: -9.52 eV
charge: 0

Geometry as XYZ:
```
11
C3H5FO2 | OMol25 | wB97M-V/def2-TZVPD
F 1.40278 -0.10488 -1.87966
H 1.71163 -0.45366 0.86297
O 0.38380 1.00003 1.45421
C -0.30023 -0.72118 -0.13856
C 0.50244 0.28903 -0.90162
H -0.22821 -1.73834 -0.32957
H -0.57228 0.89547 1.64267
H -2.20378 -0.18546 -0.44492
C 0.77832 0.06099 0.58622
H 0.12223 1.28538 -1.12280
O -1.59669 -0.32738 0.27106
```

Atom charges from the Mulliken analysis, given in e for atoms 1 to 8: -0.31, 0.34, -0.54, -0.27, 0.02, 0.38, 0.33, 0.29


What are the relative energies? In kcal/mol: w 0.0; x 4.9.